Record 1
Computed, not measured: 2 unconnected molecules or ions with the total composition C5H12N2O at a distorted geometry, with the ωB97M-V functional and the def2-TZVPD basis.

Calculated values
**Gap between HOMO and LUMO**: 6.8 eV

CARTESIAN COORDINATES (ANGSTROEM)
1 N 1.839 1.454 -1.132
2 C 1.166 2.237 -0.136
3 C -0.060 1.731 0.284
4 N -0.578 0.713 -0.606
5 C -1.118 -1.777 -0.885
6 C -1.069 -0.555 0.069
7 C -0.537 -0.908 1.452
8 O -0.875 2.122 1.239
9 H 2.848 1.534 -1.125
10 H 1.641 0.405 -0.589
11 H 1.701 2.879 0.566
12 H 1.761 -0.705 -0.467
13 H 0.156 0.384 -1.256
14 H -0.190 -2.110 -1.304
15 H -1.827 -1.545 -1.658
16 H -1.500 -2.777 -0.275
17 H -2.100 -0.265 0.323
18 H -0.990 -1.734 1.958
19 H 0.512 -1.103 1.517
20 H -0.780 0.021 2.024

---

Record 2
Computed, not measured: C5H12N2O in the gas phase at a distorted geometry, with the ωB97M-V functional and the def2-TZVPD basis.

Calculated values
**Gap between HOMO and LUMO**: 9.7 eV
**Structure (SMILES)**: CN[C@@H]1[C@H](O)[C@@H]1NC

CARTESIAN COORDINATES (ANGSTROEM)
1 C 0.753 2.011 -0.176
2 C -0.904 0.491 0.697
3 C -1.921 -0.667 0.416
4 C -0.408 -0.971 0.578
5 C 1.849 -1.270 -0.218
6 H 0.653 2.668 0.764
7 H 0.809 2.432 -1.302
8 H 1.562 1.116 0.031
9 H -1.363 2.007 -0.507
10 H -0.863 1.000 1.684
11 H -2.544 -1.097 1.153
12 H -1.649 0.024 -1.383
13 H -0.089 -1.563 1.393
14 H 0.059 -1.816 -1.188
15 H 1.936 -2.248 0.386
16 H 2.629 -1.229 -1.034
17 H 2.002 -0.465 0.716
18 N -0.602 1.267 -0.427
19 N 0.428 -1.065 -0.621
20 O -2.340 -0.625 -0.962

---

Record 3
Computed, not measured: C5H12N2O in the gas phase at a distorted geometry, with the ωB97M-V functional and the def2-TZVPD basis.

Calculated values
**Gap between HOMO and LUMO**: 8.2 eV

CARTESIAN COORDINATES (ANGSTROEM)
1 C 0.496 0.154 0.631
2 C -0.805 -0.545 0.384
3 C 0.455 1.671 0.668
4 C -2.105 0.173 0.192
5 C 1.151 -0.562 -0.708
6 N 1.779 0.350 -1.634
7 N -0.836 -1.847 0.728
8 O 1.602 -1.741 -0.515
9 H 1.018 -0.253 1.501
10 H -0.041 -0.639 -1.197
11 H 2.530 0.870 -1.189
12 H 2.222 -0.198 -2.366
13 H -1.621 -2.390 0.394
14 H 0.084 -2.299 0.599
15 H 1.461 2.061 0.827
16 H 0.101 2.082 -0.278
17 H -0.173 2.036 1.485
18 H -1.984 1.059 -0.426
19 H -2.853 -0.477 -0.265
20 H -2.481 0.494 1.170

---

Number 1: electronic energy -10401.66119 eV. Number 2: electronic energy -10403.42195 eV. Number 3: electronic energy -10405.02429 eV.